Entry from the Open Molecules 2025 dataset: C4H7NO2 as an isolated structure at a distorted geometry (ωB97M-V/def2-TZVPD).

## Properties
* HOMO level: -9.434 eV
* frontier orbital gap: 0.363 Ha
* energy above the lowest of the compared OMol25 structures with the same formula, charge and spin: 6.2763 eV

Geometry as XYZ:
```
14
C4H7NO2, DFT ωB97M-V/def2-TZVPD
C -1.607 0.395 -0.801
C -0.452 -0.517 -0.405
C 0.871 0.158 -0.755
C -0.017 -0.761 1.142
H -2.495 -0.220 -0.351
H -1.803 1.528 -0.511
H -1.894 0.459 -1.862
H -0.321 -1.420 -0.830
H 0.757 1.251 -0.885
H 1.557 -0.262 -1.385
H 2.516 -0.175 2.095
N 1.103 -0.050 0.860
O 2.196 0.788 1.422
O -0.409 -1.173 2.267
```